No. 1
This record from the OMol25 dataset describes 2 unconnected molecules or ions with the total composition C11H15N in a non-equilibrium geometry. The level of theory is the ωB97M-V functional and the def2-TZVPD basis.

Computed properties:
2S+1 ... 2
Total charge ... +1
Orbital gap (spin up / spin down) ... 9.06 / 5.63 eV

Last column: natural (NBO) charge in e.
Element x y z (Å)
C 1.086 1.513 -1.226  -0.6123
C 0.925 2.816 -0.572  -0.6055
H 2.074 1.260 -1.292  0.2157
H 0.764 0.697 -0.686  0.1763
H 0.580 1.434 -2.146  0.2016
H 1.714 3.463 -1.247  0.2203
H 1.327 2.926 0.457  0.2014
H -0.027 3.215 -0.471  0.2039
C -0.135 0.559 2.547  -0.6987
C -1.060 -0.862 -0.633  0.1502
C -0.407 -1.083 0.642  -0.1226
C -0.969 -0.104 1.566  0.1256
C -2.097 0.374 0.986  0.0706
C -0.400 -1.438 -1.782  -0.1526
C 0.354 -2.593 -1.611  -0.1448
C 0.476 -2.158 0.799  -0.0834
C 0.668 -2.970 -0.325  -0.1980
N -2.312 -0.197 -0.290  -0.4263
H -3.189 -0.117 -0.770  0.4550
H -0.345 -1.002 -2.769  0.2487
H -2.909 0.936 1.554  0.2632
H 0.664 -3.146 -2.449  0.2463
H 1.090 -2.306 1.523  0.2155
H -0.136 -0.025 3.560  0.2808
H -0.270 1.632 2.739  0.2651
H 1.632 -3.495 -0.208  0.2368
H 0.901 0.673 2.101  0.2670

=====

No. 2
This record from the OMol25 dataset describes 2 unconnected molecules or ions with the total composition C11H15N in a non-equilibrium geometry. The level of theory is the ωB97M-V functional and the def2-TZVPD basis.

Computed properties:
2S+1 ... 2
Total charge ... +1
Orbital gap (spin up / spin down) ... 9.40 / 6.38 eV

Last column: natural (NBO) charge in e.
Element x y z (Å)
C -2.628 1.698 1.722  -0.6180
C -3.813 1.658 0.708  -0.6039
H -1.770 1.225 1.271  0.1849
H -2.412 2.739 1.991  0.2016
H -3.051 1.421 2.684  0.2259
H -4.621 2.187 1.218  0.2178
H -3.983 0.582 0.600  0.2020
H -3.589 2.154 -0.229  0.1935
C 3.022 -2.879 -0.400  -0.6701
C 0.324 -0.379 -1.032  0.1928
C 1.414 -0.878 -0.227  -0.1022
C 1.895 -2.056 -0.859  0.0667
C 1.028 -2.280 -1.909  0.1399
C -0.065 0.942 -0.905  -0.2241
C 0.496 1.773 0.060  -0.0517
C 1.909 -0.012 0.809  -0.0982
C 1.511 1.262 0.951  -0.2273
N 0.084 -1.317 -2.025  -0.4795
H -0.507 -1.172 -2.834  0.4481
H -0.875 1.333 -1.514  0.2428
H 0.894 -3.125 -2.573  0.2447
H 0.115 2.785 0.033  0.2479
H 2.527 -0.560 1.517  0.2342
H 4.006 -2.480 -0.715  0.2722
H 2.895 -3.920 -0.661  0.2575
H 1.980 1.904 1.680  0.2522
H 3.214 -2.605 0.640  0.2502

=====

No. 3
This record from the OMol25 dataset describes 2 unconnected molecules or ions with the total composition C11H15N2 in a non-equilibrium geometry. The level of theory is the ωB97M-V functional and the def2-TZVPD basis.

Computed properties:
2S+1 ... 1
Total charge ... +1
Orbital gap (spin up / spin down) ... 7.75 / 7.75 eV

Last column: natural (NBO) charge in e.
Element x y z (Å)
C -3.872 -1.358 0.055  -0.1677
C -4.013 0.008 -0.152  -0.1805
C -2.609 -1.910 0.220  -0.1880
C -2.902 0.828 -0.185  -0.2327
C -1.491 -1.101 0.185  -0.2224
C -1.630 0.277 -0.008  0.1630
C 0.902 3.033 -0.020  -0.3176
C -0.340 2.321 -0.050  0.2238
C 2.084 2.527 0.351  -0.2194
C 2.583 -1.514 0.315  0.2237
C 3.775 -2.177 -0.252  -0.6976
N -0.459 1.034 -0.010  -0.4560
N 1.859 -0.626 -0.227  -0.7200
H -4.744 -1.991 0.081  0.2346
H -4.993 0.435 -0.291  0.2357
H -2.501 -2.972 0.375  0.2338
H -3.031 1.885 -0.361  0.2171
H -0.505 -1.523 0.310  0.2301
H 0.832 4.078 -0.288  0.2445
H -1.239 2.923 -0.112  0.2209
H 2.211 1.506 0.674  0.2124
H 2.966 3.145 0.362  0.2272
H 2.292 -1.816 1.318  0.1796
H 4.013 -1.805 -1.247  0.2262
H 3.611 -3.253 -0.300  0.2552
H 4.623 -2.013 0.410  0.2530
H 2.164 -0.381 -1.172  0.3553
H 0.415 0.440 0.018  0.4657

=====

No. 4
This record from the OMol25 dataset describes C11H15N3 in the gas phase in a non-equilibrium geometry. The level of theory is the ωB97M-V functional and the def2-TZVPD basis.

Computed properties:
2S+1 ... 1
Total charge ... 0
Orbital gap ... 8.75 eV

Last column: natural (NBO) charge in e.
Element x y z (Å)
C -1.108 -1.133 0.373  -0.2053
C -0.748 -0.346 1.625  -0.2311
C -1.900 0.527 2.199  -0.4238
C -1.948 2.056 1.978  -0.2160
C 0.150 1.924 0.650  -0.2329
C 0.313 0.364 0.775  -0.0528
C 0.911 -0.850 -1.256  0.1307
C 0.590 -1.846 -2.243  -0.2183
C 1.691 -2.319 -2.936  -0.2466
C 2.954 -1.626 -2.828  0.0144
C 2.128 -0.213 -1.314  -0.0641
H -1.143 -2.240 0.430  0.2032
H -2.117 -0.823 0.014  0.1856
H -0.375 -0.892 2.523  0.2190
H -1.984 0.347 3.279  0.2076
H -2.846 0.117 1.770  0.1962
H -3.036 2.310 1.729  0.2017
H -1.635 2.521 2.872  0.1816
H -1.664 2.547 0.031  0.3503
H 0.617 2.339 -0.256  0.2127
H 0.676 2.272 1.504  0.1798
H 1.291 0.096 1.023  0.1940
H -0.460 -2.278 -2.439  0.2317
H 1.675 -3.179 -3.618  0.2177
H 3.836 -2.098 -3.310  0.1880
H 2.355 0.695 -0.811  0.1990
N -1.150 2.578 0.884  -0.6123
N -0.120 -0.366 -0.417  -0.4171
N 3.046 -0.483 -2.231  -0.3928

=====

No. 5
This record from the OMol25 dataset describes C11H15NO in the gas phase in a non-equilibrium geometry. The level of theory is the ωB97M-V functional and the def2-TZVPD basis.

Computed properties:
2S+1 ... 1
Total charge ... 0
Orbital gap (spin up / spin down) ... 6.88 / 7.12 eV

Last column: natural (NBO) charge in e.
Element x y z (Å)
C -1.544 -0.717 -0.621  -0.0746
C 0.078 -1.767 -2.793  0.6883
C -2.682 -0.311 -0.071  -0.4359
C 1.395 1.660 -0.559  -0.1745
C 0.376 0.869 -0.149  -0.0428
C 0.133 -0.293 -2.421  -0.5459
C -0.339 0.004 -1.038  -0.0025
C -0.912 -2.019 -0.605  0.2390
C 2.122 2.595 0.349  -0.6540
C -0.037 0.933 1.299  -0.6525
C -0.764 -2.812 0.651  -0.6572
N -0.369 -2.539 -1.761  -0.6159
O 0.401 -2.227 -3.867  -0.5876
H -3.405 -1.013 0.310  0.2010
H -2.928 0.734 -0.005  0.2049
H 1.700 1.684 -1.593  0.1900
H 1.165 0.028 -2.587  0.2513
H -0.496 0.230 -3.153  0.2581
H 2.446 2.088 1.257  0.2130
H 2.995 3.012 -0.148  0.2179
H 1.477 3.423 0.653  0.2145
H 0.769 0.565 1.935  0.2163
H -0.243 1.963 1.587  0.2183
H -0.927 0.341 1.486  0.2280
H -0.722 -2.149 1.514  0.2404
H 0.140 -3.421 0.628  0.2172
H -1.622 -3.475 0.785  0.2274
H -0.166 -3.531 -1.797  0.4180

=====

No. 6
This record from the OMol25 dataset describes C11H15NOS in the gas phase in a non-equilibrium geometry. The level of theory is the ωB97M-V functional and the def2-TZVPD basis.

Computed properties:
2S+1 ... 1
Total charge ... 0
Orbital gap (spin up / spin down) ... 4.69 / 4.69 eV

Last column: natural (NBO) charge in e.
Element x y z (Å)
C -3.267 0.839 -0.863  -0.5662
C -2.812 0.824 -2.096  -0.4122
C 1.212 0.770 0.735  0.0796
C 2.147 -0.103 0.271  -0.0685
C -2.665 0.267 0.373  0.6394
C 0.035 0.159 1.481  -0.5380
C 2.040 -1.541 0.480  -0.5033
C -0.560 -0.901 0.582  0.2340
C 1.201 2.289 0.501  -0.6544
C 3.269 0.413 -0.603  -0.6359
C -2.206 -1.935 -0.686  -0.4557
N -1.912 -0.929 0.243  -0.4021
O -2.857 0.780 1.460  -0.5766
S 0.324 -2.188 -0.053  0.4082
H -3.903 1.695 -0.755  0.2275
H -1.877 0.215 -2.502  0.0847
H 0.433 -0.327 2.400  0.2582
H -0.795 0.847 1.619  0.2892
H 2.681 -2.156 -0.131  0.2464
H 2.102 -1.743 1.636  0.2417
H 0.855 2.263 -0.596  0.2499
H 2.218 2.620 0.409  0.2271
H 0.495 2.637 1.260  0.2402
H 4.199 -0.124 -0.548  0.2210
H 3.454 1.400 -0.071  0.2159
H 3.009 0.730 -1.561  0.2294
H -3.270 -1.926 -0.972  0.2646
H -1.610 -1.802 -1.615  0.2377
H -1.941 -3.072 -0.398  0.2184

=====

No. 7
This record from the OMol25 dataset describes a molecular structure, C11H15NPYb in a non-equilibrium geometry. The level of theory is the ωB97M-V functional and the def2-TZVPD basis.

Computed properties:
2S+1 ... 2
Total charge ... 0
Orbital gap (spin up / spin down) ... 4.20 / 4.47 eV

Last column: natural (NBO) charge in e.
Element x y z (Å)
C -0.777 1.102 -1.485  -0.4047
C -1.260 2.011 -2.463  -0.3291
C -0.255 2.994 -2.714  -0.3303
C 0.875 2.712 -1.887  -0.3313
C 0.596 1.557 -1.112  -0.4049
Yb 0.296 -1.515 0.724  0.8507
P 0.196 -4.296 0.448  -0.1082
H -1.310 0.237 -1.073  0.1506
H -2.236 1.962 -2.943  0.1924
H -0.335 3.819 -3.419  0.1939
H 1.256 1.091 -0.372  0.1423
H 1.800 3.287 -1.856  0.1910
H 1.223 -5.028 -0.243  0.0335
H -0.895 -4.787 -0.357  0.0501
H 0.032 -5.245 1.514  0.0539
C 0.301 0.278 6.800  -0.6448
C 0.350 0.035 5.321  0.0692
C 1.446 0.486 4.581  -0.2423
C 1.485 0.261 3.214  0.0859
N 0.495 -0.434 2.589  -0.6199
C -0.597 -0.848 3.295  0.0268
C -0.687 -0.625 4.663  -0.2369
H 1.226 -0.061 7.284  0.2351
H 0.189 1.346 7.028  0.2424
H -0.542 -0.252 7.252  0.2251
H 2.273 1.010 5.063  0.2350
H 2.294 0.611 2.570  0.2288
H -1.408 -1.350 2.742  0.2141
H -1.565 -0.974 5.213  0.2318

=====

No. 8
This record from the OMol25 dataset describes a molecular structure, C11H15NPZn in a non-equilibrium geometry. The level of theory is the ωB97M-V functional and the def2-TZVPD basis.

Computed properties:
2S+1 ... 1
Total charge ... -1
Orbital gap (spin up / spin down) ... 4.46 / 4.46 eV

Last column: natural (NBO) charge in e.
Element x y z (Å)
C 2.462 3.100 -1.425  -0.9949
C 2.069 4.325 -0.999  -0.3048
C 0.824 4.658 -0.375  -0.4726
C -0.258 3.758 -0.170  -0.2935
C -0.269 2.418 -0.356  -1.0420
Zn 1.543 2.307 0.005  1.3778
P 2.343 0.146 -0.218  -0.0646
H 3.308 2.940 -2.085  0.1655
H 2.680 5.209 -1.197  0.1492
H 0.631 5.728 -0.218  0.1802
H -1.186 1.839 -0.349  0.1598
H -1.173 4.296 0.122  0.1493
H 2.329 -0.590 1.023  -0.0168
H 3.712 0.206 -0.579  0.0000
H 1.747 -0.735 -1.192  0.0149
N -0.757 -0.703 0.204  -0.8072
C -1.225 -1.964 0.430  0.2103
C -1.739 -2.738 -0.640  -0.2937
C -2.128 -4.058 -0.414  -0.1855
C -2.050 -4.612 0.871  -0.2994
C -1.554 -3.844 1.935  -0.1858
C -1.161 -2.524 1.731  -0.2931
H -0.803 -0.265 -0.711  0.4140
H -0.407 -0.118 0.958  0.4105
H -1.810 -2.288 -1.632  0.2082
H -2.492 -4.659 -1.246  0.2031
H -2.377 -5.640 1.045  0.2007
H -1.472 -4.279 2.930  0.2030
H -0.786 -1.911 2.553  0.2076

=====

No. 9
This record from the OMol25 dataset describes 2 unconnected molecules or ions with the total composition C11H15NS in a non-equilibrium geometry. The level of theory is the ωB97M-V functional and the def2-TZVPD basis.

Computed properties:
2S+1 ... 1
Total charge ... 0
Orbital gap ... 8.59 eV

Last column: natural (NBO) charge in e.
Element x y z (Å)
C -1.318 -0.349 -3.659  -0.6313
C -1.221 -1.005 -1.090  -0.0272
C -0.757 -1.026 -2.450  -0.1044
C -0.432 -1.882 -0.323  0.1223
C 0.217 -1.976 -2.473  -0.0306
C -2.505 -0.359 0.798  -0.2257
C -1.715 -1.265 1.544  -0.2059
C -2.264 -0.236 -0.565  -0.2181
C -0.652 -1.977 1.039  -0.2546
N 0.531 -2.421 -1.198  -0.5422
H -3.264 0.198 1.325  0.2111
H -2.009 -1.374 2.582  0.2066
H -2.818 0.457 -1.178  0.2123
H 0.047 -2.319 1.790  0.2234
H -0.725 -0.575 -4.549  0.2177
H -1.451 0.720 -3.538  0.2192
H 0.722 -2.298 -3.372  0.2053
H 0.895 -3.353 -1.078  0.4032
H -2.231 -0.888 -3.941  0.2186
C 2.055 2.842 2.102  -0.4747
C 3.328 2.018 1.912  -0.6304
S 0.712 1.801 2.895  -0.0745
H 2.214 3.718 2.735  0.2054
H 1.635 3.292 1.201  0.2049
H 4.123 2.674 1.576  0.2208
H 0.233 2.815 3.582  0.1183
H 3.048 1.093 1.417  0.2191
H 3.602 1.675 2.917  0.2115

=====

Question: What is the formula in the third record?
Answer: C11H15N2